(1)
Formula: C6H24F2N12O6Y
Source: OMol25
Level of theory: wB97M-V/def2-TZVPD

**HOMO energy**: -0.4212 Eh
**Total charge**: +1
**Electronic energy**: -1589.06508 Eh
**F_max**: 8.14 eV/Å

```
51
Properties=species:S:1:pos:R:3:forces:R:3:lowdin_charge:R:1
Y 0.791 0.353 -0.690 1.4 1.4 -1.0 2.14
F -0.144 3.839 -2.053 0.4 -1.8 0.8 -0.59
F 4.560 -0.134 -1.397 -2.0 0.2 0.4 -0.58
C 4.398 4.580 3.315 -2.1 -1.6 -2.0 -0.81
O 3.677 3.978 2.530 0.2 0.1 -1.6 0.01
N 4.149 4.516 4.563 -1.3 -0.7 5.8 0.15
N 5.387 5.395 3.109 2.8 2.1 -3.1 0.17
H 4.611 5.251 5.079 -1.0 -0.5 0.8 0.11
H 3.206 4.210 4.756 0.4 0.0 0.6 0.13
H 5.283 5.842 2.209 1.1 0.2 0.1 0.13
H 5.927 5.771 3.875 -0.1 0.2 -0.7 0.12
C -2.543 3.365 3.364 1.1 -1.1 0.9 -0.83
O -2.068 2.373 2.872 0.9 -2.0 -1.9 0.01
N -3.222 3.306 4.469 -2.9 -1.8 3.5 0.16
N -2.259 4.580 3.069 1.2 4.1 -2.4 0.18
H -3.576 4.091 4.997 0.2 -0.4 -0.1 0.12
H -3.216 2.374 4.857 -0.5 0.4 0.3 0.12
H -2.755 5.318 3.547 0.6 0.2 -0.6 0.12
H -1.562 4.718 2.351 -0.4 0.6 0.0 0.13
C 0.740 -0.003 -7.094 -0.7 -1.8 3.7 -0.81
O 0.884 -0.142 -5.877 -1.1 -1.1 0.7 -0.01
N 1.533 0.784 -7.679 4.7 4.6 -2.3 0.16
N -0.038 -0.610 -7.943 -3.2 -2.3 -2.3 0.17
H 2.248 1.078 -7.029 0.1 0.7 -0.6 0.13
H 1.420 1.190 -8.597 0.2 -0.1 0.4 0.13
H -0.705 -1.345 -7.753 0.3 0.4 0.4 0.12
H 0.130 -0.421 -8.921 -0.2 -0.3 0.3 0.11
C -0.486 -5.493 -2.068 2.2 2.6 1.4 -0.81
O 0.078 -4.518 -1.606 0.9 1.7 0.8 -0.01
N -0.979 -6.414 -1.308 -2.4 -3.7 2.7 0.17
N -0.528 -5.711 -3.342 -0.9 -0.9 -3.2 0.17
H -1.523 -7.179 -1.680 0.3 0.1 0.0 0.11
H -0.767 -6.506 -0.325 0.0 0.6 -0.3 0.13
H -1.245 -6.378 -3.589 0.5 0.3 -1.2 0.12
H -0.061 -5.045 -3.942 -0.6 -0.3 -0.2 0.13
C 2.835 -2.059 4.693 -2.0 -0.4 -3.4 -0.74
O 2.165 -1.836 3.669 0.8 0.9 0.0 -0.04
N 2.211 -2.533 5.742 -1.7 -1.0 3.3 0.15
N 4.152 -2.065 4.799 2.4 0.1 0.4 0.17
H 2.638 -2.636 6.651 0.0 0.1 -0.2 0.11
H 1.203 -2.600 5.731 0.3 0.1 -0.2 0.12
H 4.470 -2.767 5.451 0.5 0.4 -0.2 0.11
H 4.757 -1.841 4.022 -0.4 -0.1 0.1 0.12
C -5.257 -1.066 -2.014 5.1 1.4 -6.2 -0.83
O -4.075 -0.738 -2.023 2.0 -0.4 1.7 -0.02
N -6.054 -0.938 -1.075 -3.9 0.4 6.7 0.19
N -5.775 -1.322 -3.200 -2.5 -1.2 -1.6 0.16
H -5.583 -0.712 -0.210 -0.7 0.2 0.2 0.14
H -7.060 -0.914 -1.163 0.4 -0.1 0.3 0.14
H -5.207 -1.482 -4.019 -0.3 0.1 0.4 0.12
H -6.765 -1.504 -3.125 0.2 -0.4 -1.3 0.10
```
Forces are in eV/Å.

***

(2)
Formula: C6H24F2N12O6Y
Source: OMol25
Level of theory: wB97M-V/def2-TZVPD

**HOMO energy**: -0.4200 Eh
**Total charge**: +1
**Electronic energy**: -1589.89840 Eh
**F_max**: 2.61 eV/Å

```
51
Properties=species:S:1:pos:R:3:forces:R:3:lowdin_charge:R:1
Y 0.149 -0.186 -0.225 1.4 -0.2 -0.6 1.59
F -1.196 -0.431 -2.034 0.7 0.2 1.0 -0.59
F 2.218 -0.260 0.768 -1.2 -0.1 -0.3 -0.57
C 2.121 0.383 -3.136 1.6 -1.5 0.3 -0.60
O 1.679 0.195 -2.011 0.1 0.3 -0.8 -0.05
N 2.386 1.584 -3.644 -1.0 2.3 0.6 0.17
N 2.665 -0.564 -3.978 -0.6 -0.8 0.1 0.16
H 2.802 1.750 -4.538 0.2 0.0 0.1 0.11
H 2.218 2.350 -3.009 -0.1 0.1 -0.5 0.11
H 2.683 -0.351 -4.957 0.2 -0.1 -0.1 0.09
H 2.974 -1.475 -3.691 -0.5 0.0 0.2 0.11
C 0.287 -2.532 2.454 -1.0 1.6 0.3 -0.66
O -0.085 -1.783 1.548 -0.6 -0.7 -0.5 -0.07
N 1.274 -2.142 3.275 0.5 0.2 -0.8 0.19
N -0.362 -3.648 2.852 0.2 -1.2 0.2 0.17
H 1.523 -2.694 4.074 0.4 0.2 0.0 0.11
H 1.831 -1.422 2.817 0.5 0.0 0.4 0.11
H 0.271 -4.340 3.220 -0.5 -0.3 0.2 0.10
H -1.208 -3.990 2.431 0.2 0.2 -0.4 0.11
C -0.443 2.006 2.629 1.3 -0.8 -1.3 -0.65
O 0.053 1.229 1.819 0.0 -0.6 0.3 -0.07
N -0.302 1.803 3.945 -0.7 0.9 1.0 0.19
N -1.060 3.117 2.169 -0.3 0.1 0.4 0.19
H -0.631 2.542 4.546 0.2 -0.3 0.3 0.11
H 0.364 1.134 4.285 0.0 0.0 -0.2 0.12
H -1.368 3.861 2.769 -0.2 0.0 -0.3 0.11
H -1.246 3.054 1.183 -0.2 0.4 0.1 0.09
C 1.110 -3.455 -1.350 -0.5 1.4 1.0 -0.64
O 1.017 -2.237 -1.194 -0.1 -0.5 -0.1 -0.06
N 0.453 -4.111 -2.324 -0.4 -0.1 -1.3 0.18
N 1.810 -4.246 -0.523 0.4 -1.5 0.0 0.19
H 0.135 -3.568 -3.111 -0.1 0.2 0.2 0.12
H 0.520 -5.100 -2.487 0.2 0.0 0.2 0.10
H 2.084 -4.026 0.418 0.0 0.6 -0.2 0.11
H 1.731 -5.221 -0.761 0.4 -0.1 0.5 0.10
C -3.217 0.257 0.679 -0.3 0.8 -0.3 -0.62
O -2.007 0.238 0.475 -0.5 -0.1 0.5 -0.09
N -4.087 0.876 -0.163 0.9 -0.3 0.8 0.19
N -3.799 -0.237 1.793 0.7 -0.5 0.3 0.18
H -3.639 1.241 -0.986 -0.7 -0.3 -0.4 0.12
H -5.037 0.588 -0.011 -0.3 0.5 -1.0 0.11
H -4.777 -0.127 1.981 0.1 0.0 0.2 0.11
H -3.170 -0.630 2.473 -0.3 -0.1 0.1 0.12
C 0.172 3.306 -1.137 -0.9 -0.1 -0.6 -0.64
O 0.082 2.160 -0.716 0.0 0.4 0.4 -0.05
N -0.456 3.684 -2.272 -0.5 0.8 -1.5 0.18
N 0.793 4.330 -0.504 0.8 0.1 1.1 0.18
H -0.447 4.637 -2.598 0.3 0.1 0.5 0.11
H -1.234 3.203 -2.693 0.4 -0.9 0.3 0.12
H 1.232 5.100 -0.977 -0.3 0.0 -0.2 0.11
H 1.134 4.155 0.428 0.2 -0.3 -0.2 0.11
```
Forces are in eV/Å.

***

(3)
Formula: C6H24FN12NiO6
Source: OMol25
Level of theory: wB97M-V/def2-TZVPD

**HOMO energy**: -0.3867 Eh
**Total charge**: +1
**Electronic energy**: -2959.75157 Eh
**F_max**: 7.69 eV/Å
**Multiplicity**: 3

```
50
Properties=species:S:1:pos:R:3:forces:R:3:lowdin_charge:R:1
Ni -0.244 -0.171 0.005 0.5 -1.6 -0.7 0.66
F 0.155 -1.327 -1.684 -0.1 0.7 0.8 -0.49
C -0.550 1.835 2.331 2.2 0.4 1.1 -0.70
O -0.493 0.746 1.846 -0.2 -2.3 -1.5 0.04
N 0.509 2.505 2.820 1.2 1.3 0.8 0.18
N -1.629 2.530 2.522 -4.6 2.1 0.2 0.19
H 0.206 3.267 3.410 0.9 0.0 0.0 0.10
H 1.444 2.151 2.960 -0.5 -0.4 -0.1 0.13
H -2.538 2.266 2.168 0.4 -0.5 0.0 0.12
H -1.680 3.362 3.093 0.3 -0.2 -0.2 0.12
C 0.189 2.780 -0.909 0.1 -0.7 1.4 -0.70
O 0.262 1.564 -0.861 1.2 -0.8 -0.2 0.01
N -0.903 3.386 -1.252 -4.8 0.6 -1.8 0.19
N 1.078 3.646 -0.508 3.2 1.4 1.0 0.20
H -1.665 2.737 -1.382 0.0 0.2 -0.4 0.10
H -1.176 4.323 -0.989 0.4 -0.2 0.0 0.13
H 0.967 4.614 -0.773 0.3 -0.3 0.3 0.13
H 1.832 3.357 0.099 0.0 0.1 -0.4 0.13
C 2.928 -0.275 -3.636 4.1 -1.8 -6.3 -0.80
O 3.904 0.171 -4.258 -0.4 -0.2 0.0 0.00
N 2.512 0.211 -2.559 -1.7 3.2 5.8 0.15
N 2.189 -1.316 -4.019 -0.5 -1.3 -0.7 0.17
H 2.725 1.198 -2.543 -0.5 0.0 0.8 0.13
H 1.625 -0.201 -2.307 -0.7 1.0 1.1 0.06
H 2.518 -1.916 -4.762 -0.2 0.0 0.4 0.12
H 1.538 -1.569 -3.289 -0.5 -1.1 -0.7 0.07
C -3.315 0.177 -0.336 1.7 -1.0 -0.3 -0.67
O -2.111 0.300 -0.521 0.2 0.4 -0.1 0.01
N -3.957 -0.973 -0.252 -0.5 -2.4 0.2 0.21
N -4.105 1.220 -0.232 -1.7 2.0 0.0 0.19
H -4.965 -1.036 -0.226 0.3 0.0 0.1 0.12
H -3.439 -1.833 -0.143 -0.1 0.3 -0.1 0.10
H -5.053 0.942 -0.444 -0.2 1.2 0.0 0.12
H -3.721 2.080 -0.595 -0.5 -0.1 0.0 0.12
C -1.141 -3.018 1.135 0.5 2.6 0.2 -0.68
O -1.043 -1.778 1.086 -0.3 -0.8 0.0 -0.01
N -0.806 -3.703 2.200 1.2 -1.5 2.4 0.19
N -1.580 -3.765 0.156 -1.6 -0.5 -2.9 0.20
H -0.631 -4.685 2.042 0.0 0.1 0.5 0.12
H -0.278 -3.252 2.934 -0.3 0.0 -0.1 0.12
H -1.984 -4.684 0.262 0.3 0.2 0.1 0.13
H -1.875 -3.223 -0.644 0.3 -0.4 -0.3 0.12
C 2.635 -1.284 1.028 -3.8 1.6 -1.2 -0.68
O 1.557 -0.671 0.839 1.0 -0.2 0.3 -0.03
N 2.767 -2.211 1.923 0.9 -2.4 2.4 0.20
N 3.682 -1.074 0.298 1.9 1.4 -1.9 0.21
H 3.662 -2.656 1.779 -0.5 -0.9 0.9 0.12
H 1.967 -2.713 2.282 0.4 0.2 -0.1 0.11
H 3.466 -0.482 -0.491 0.7 0.1 -0.4 0.10
H 4.566 -1.553 0.398 -0.3 0.2 -0.3 0.13
```
Forces are in eV/Å.

***

(4)
Formula: C6H24N12O6
Source: OMol25
Level of theory: wB97M-V/def2-TZVPD

**HOMO energy (alpha / beta)**: -0.0022 / -0.2650 Eh
**Total charge**: -1
**Electronic energy**: -1351.68485 Eh
**F_max**: 6.72 eV/Å
**Multiplicity**: 2

```
48
Properties=species:S:1:pos:R:3:forces:R:3:lowdin_charge:R:1
C -7.798 -2.431 14.706 0.2 -4.7 -1.3 -0.83
O -7.807 -3.556 14.186 -0.5 0.1 -0.9 -0.02
N -7.243 -2.320 15.872 1.5 0.7 4.4 0.16
N -8.227 -1.342 14.185 -1.7 3.5 -2.9 0.17
H -7.410 -1.470 16.392 0.1 0.0 0.2 0.08
H -7.169 -3.178 16.399 0.1 0.2 -0.2 0.12
H -8.266 -0.471 14.694 0.0 0.2 0.2 0.04
H -8.645 -1.353 13.265 0.1 -0.3 0.3 0.13
C -2.462 3.137 13.965 0.2 -1.7 -0.2 -0.84
O -2.331 2.797 12.823 0.1 0.2 -2.9 0.03
N -1.796 4.088 14.564 2.7 3.9 0.8 0.14
N -3.158 2.452 14.827 -2.2 -1.6 2.0 0.17
H -1.225 4.693 13.992 -0.1 -0.2 0.3 0.11
H -1.866 4.292 15.551 -0.1 0.0 -0.4 0.09
H -3.099 2.734 15.794 -0.7 -0.6 -0.2 0.07
H -3.748 1.707 14.484 0.2 0.0 0.5 0.07
C -3.018 -2.477 10.197 1.7 0.3 1.5 -0.80
O -3.106 -3.302 9.351 -0.1 -2.5 -2.0 0.07
N -3.711 -1.375 10.238 -3.5 3.0 -1.6 0.13
N -2.213 -2.400 11.261 2.3 -1.3 2.0 0.16
H -3.415 -0.577 10.782 -0.4 0.0 -0.4 0.12
H -4.417 -1.345 9.517 0.0 0.8 0.2 0.12
H -1.557 -3.119 11.531 -0.3 0.0 -0.2 0.12
H -2.542 -1.788 11.994 0.5 -0.1 0.5 0.04
C -4.245 -0.686 13.800 1.6 -2.2 -0.7 -0.72
O -3.023 -0.648 13.702 0.8 0.1 -0.8 0.00
N -4.865 -0.263 14.866 -1.6 1.9 2.5 0.17
N -5.046 -1.346 12.952 -0.6 0.2 -0.8 0.20
H -5.868 -0.149 14.835 0.1 0.0 0.6 0.08
H -4.366 -0.173 15.739 -0.2 0.2 -0.3 0.11
H -4.630 -1.883 12.205 -0.6 0.2 0.1 0.08
H -5.999 -1.445 13.273 0.1 -0.6 -0.6 0.07
C 0.517 -0.625 14.662 -1.8 -1.2 -1.1 -0.83
O 0.291 -1.692 15.129 -0.1 -3.0 1.9 0.06
N -0.149 -0.122 13.656 -1.8 1.3 -3.5 0.17
N 1.430 0.220 15.014 4.3 3.0 2.6 0.15
H 0.400 0.512 13.092 -0.7 0.0 -0.2 0.11
H -0.868 -0.657 13.190 0.0 0.2 0.3 0.08
H 1.944 0.000 15.855 -0.1 0.2 -0.1 0.11
H 1.210 1.193 14.857 0.3 -0.2 0.2 0.11
C -7.771 1.753 16.448 1.1 4.1 -3.4 -0.98
O -7.953 0.851 15.684 -0.2 -3.4 -1.9 -0.01
N -7.415 2.966 16.022 0.7 2.4 -1.6 0.11
N -7.884 1.741 17.699 -1.2 -2.6 6.1 0.09
H -7.248 3.714 16.680 0.1 -0.1 0.2 -0.01
H -7.129 3.190 15.080 -0.3 -0.5 0.0 0.08
H -8.137 2.538 18.266 0.2 0.3 0.0 0.02
H -8.203 0.830 17.998 -0.2 0.1 0.8 0.08
```
Forces are in eV/Å.

***

(5)
Formula: C6H24N12O6
Source: OMol25
Level of theory: wB97M-V/def2-TZVPD

**HOMO energy**: -0.3499 Eh
**SMILES string**: NC(N)=O.NC(N)=O.NC(N)=O.NC(N)=O.NC(N)=O.NC(N)=O
**Electronic energy**: -1351.59920 Eh
**F_max**: 8.41 eV/Å

```
48
Properties=species:S:1:pos:R:3:forces:R:3:lowdin_charge:R:1
N -21.409 25.021 25.225 1.7 -1.7 -1.8 0.15
C -22.317 25.878 25.681 2.1 4.0 -3.4 -0.79
N -22.826 25.512 26.777 -3.1 -1.9 5.0 0.16
O -22.499 27.012 25.223 0.1 -0.6 -0.4 0.01
H -20.802 25.286 24.463 -0.4 -0.1 0.1 0.11
H -21.269 24.122 25.665 0.1 0.4 -0.2 0.10
H -23.342 26.219 27.282 -0.2 -0.6 0.0 0.13
H -22.806 24.527 27.000 -0.3 0.5 0.7 0.12
N -19.913 26.397 18.425 3.2 -0.5 -3.5 0.17
C -20.820 26.434 19.345 -1.1 2.0 0.4 -0.82
N -21.793 27.353 19.245 -0.6 0.4 -0.4 0.17
O -20.698 25.806 20.343 0.5 -2.6 3.7 0.04
H -19.068 25.920 18.705 -0.2 0.0 -0.4 0.11
H -19.873 26.978 17.600 -0.2 0.0 0.3 0.11
H -22.331 27.274 20.096 -0.9 0.4 -0.7 0.12
H -22.113 27.580 18.314 -0.6 0.3 0.5 0.10
N -26.758 27.064 16.784 2.5 0.4 -7.7 0.18
C -27.061 26.892 17.978 2.2 -3.4 4.9 -0.87
N -27.961 27.691 18.372 -5.5 3.8 3.5 0.17
O -26.475 26.099 18.715 0.0 -0.5 0.4 0.01
H -27.114 27.887 16.320 0.6 -0.4 -0.4 0.12
H -25.884 26.620 16.537 -0.2 0.3 -0.6 0.14
H -28.593 28.191 17.764 0.3 -0.2 0.0 0.12
H -28.284 27.605 19.326 0.1 -0.1 -0.2 0.13
N -20.856 20.808 19.270 2.6 1.6 -1.3 0.16
C -21.736 19.849 19.432 1.3 0.2 0.0 -0.87
N -22.833 20.260 19.915 -6.1 1.4 2.1 0.17
O -21.509 18.699 19.307 1.3 -4.4 -0.9 0.07
H -19.966 20.345 19.388 0.6 1.2 -0.2 0.12
H -21.126 21.712 19.632 1.0 -0.1 0.1 0.11
H -23.415 19.496 20.226 -0.6 0.7 -0.2 0.13
H -23.114 21.230 19.898 -0.3 -0.5 0.3 0.12
N -16.176 25.610 21.585 1.9 -5.8 -0.7 0.16
C -15.976 26.865 21.833 1.0 0.8 -1.0 -0.86
N -17.114 27.403 21.883 -7.3 4.1 0.8 0.16
O -15.014 27.559 21.848 4.3 0.7 0.6 0.07
H -17.109 25.252 21.441 0.6 -0.2 0.2 0.11
H -15.390 24.976 21.623 -0.4 0.0 -0.2 0.12
H -17.939 26.853 21.693 -0.2 0.8 0.3 0.11
H -17.178 28.407 21.970 -0.1 -0.3 -0.1 0.13
N -19.923 28.773 14.028 3.5 2.9 0.4 0.14
C -21.030 28.095 14.016 -2.5 0.4 3.4 -0.77
N -21.001 27.156 13.110 -0.6 -1.9 -2.2 0.17
O -21.876 28.338 14.894 -0.1 -0.9 -0.9 -0.01
H -19.821 29.393 14.819 0.2 0.1 -0.5 0.12
H -19.192 28.684 13.337 -0.1 0.2 0.4 0.11
H -20.171 27.247 12.541 -0.6 -1.2 -0.3 0.11
H -21.614 26.354 13.139 0.2 0.3 -0.3 0.13
```
Forces are in eV/Å.

***

(6)
Formula: C6H24N9O9
Source: OMol25
Level of theory: wB97M-V/def2-TZVPD

**HOMO energy**: -0.2505 Eh
**Total charge**: -1
**Electronic energy**: -1413.03629 Eh
**F_max**: 7.72 eV/Å

```
48
Properties=species:S:1:pos:R:3:forces:R:3:lowdin_charge:R:1
N 0.154 -0.305 -0.063 -0.2 0.5 -0.2 -0.63
O 0.980 -0.759 0.648 4.0 -1.9 3.0 0.02
O 0.444 0.529 -0.892 0.8 2.4 -2.7 -0.04
O -0.972 -0.669 0.059 -4.7 -1.4 -0.2 0.01
C 3.008 -2.560 2.733 -0.6 0.4 -0.7 -0.16
O 3.340 -1.863 1.536 0.7 -0.1 0.7 -0.14
H 2.187 -3.235 2.492 0.2 -0.7 0.3 0.07
H 3.902 -3.042 3.130 -0.2 -0.2 -0.2 0.08
H 2.594 -1.909 3.503 0.2 0.2 0.2 0.05
H 2.529 -1.538 1.138 -0.3 0.2 -0.3 0.01
C 0.540 3.493 0.546 -1.1 0.7 1.3 -0.19
O 1.407 3.049 -0.421 1.1 0.3 -0.5 -0.12
H -0.460 3.656 0.146 -0.3 -0.1 0.0 0.07
H 0.453 2.850 1.422 0.0 -0.6 0.0 0.07
H 0.829 4.444 0.994 0.5 0.2 -0.4 0.07
H 1.092 2.179 -0.677 0.2 -0.6 0.3 0.01
C -0.617 1.999 -3.881 -0.6 -1.1 -0.1 -0.78
O -1.262 2.496 -4.762 -1.1 0.6 -1.8 0.04
N -0.318 0.698 -3.729 0.2 -2.1 -0.9 0.16
N -0.167 2.657 -2.838 0.7 2.0 1.6 0.16
H -0.011 0.426 -2.806 -0.2 -0.4 -0.1 0.06
H -0.813 0.025 -4.297 0.2 0.2 0.1 0.11
H -0.512 3.604 -2.773 0.9 -0.1 0.4 0.12
H 0.588 2.219 -2.330 -0.4 1.1 0.1 0.07
C -0.701 -4.614 -1.097 1.1 1.0 -0.8 -0.78
O -0.932 -5.568 -1.792 -0.7 -1.8 -0.6 0.04
N 0.350 -4.484 -0.302 3.0 -1.5 2.1 0.15
N -1.271 -3.434 -1.220 -2.7 1.4 -0.8 0.17
H 0.428 -3.816 0.451 -0.1 -0.1 -0.3 0.10
H 1.029 -5.229 -0.367 -0.1 0.2 0.4 0.11
H -2.108 -3.481 -1.783 0.1 0.8 0.2 0.11
H -0.914 -2.618 -0.744 -0.6 0.1 -0.2 0.07
C 1.101 1.319 4.053 1.3 -1.3 -1.3 -0.76
O -0.013 0.973 3.808 -2.4 -0.2 -0.1 0.06
N 2.181 0.723 3.500 0.9 -0.3 0.0 0.17
N 1.465 2.299 4.871 0.2 3.0 2.3 0.14
H 3.066 1.178 3.670 0.0 -0.7 -0.6 0.10
H 2.051 -0.070 2.887 0.2 0.4 -0.1 0.07
H 0.814 3.032 5.114 -0.1 -0.5 -0.1 0.11
H 2.422 2.525 5.101 -0.2 -0.3 -0.3 0.10
C -3.942 0.445 -2.153 -3.2 2.2 -1.1 -0.86
O -4.968 0.722 -2.716 -2.5 0.0 -1.5 0.03
N -3.556 -0.692 -1.766 1.4 -7.5 1.1 0.18
N -3.134 1.328 -1.706 4.2 4.8 1.5 0.18
H -4.101 -1.522 -1.955 0.2 0.3 -0.1 0.12
H -2.702 -0.787 -1.234 -0.2 -0.2 0.2 0.07
H -3.304 2.315 -1.840 0.1 -0.4 -0.4 0.12
H -2.177 1.010 -1.659 0.2 0.8 0.4 0.08
```
Forces are in eV/Å.